DFT (the ωB97M-V functional and the def2-TZVPD basis) results for an isolated molecule of C5H5NO.

Element x y z (Å)
O -1.975 -0.831 1.283
C -0.770 -0.862 0.788
C -0.469 0.440 0.258
C 0.950 0.844 0.387
C 0.443 0.396 -0.918
C 0.819 -0.858 -1.500
N 1.142 -1.828 -2.030
H -1.946 -1.743 1.650
H -1.189 1.235 0.269
H 1.569 0.139 0.896
H 1.164 1.890 0.539
H 0.263 1.176 -1.624

As for the LUMO energy: 0.7833 eV. As for the HOMO energy: -9.05 eV. For the total energy, the calculation gives -8799.8335 eV. Its molar mass is 95.10 g/mol.